DFT (ωB97M-V/def2-TZVPD) results for a structure of composition C27H37As3ClCsN2O.

Computed properties:
- E_HOMO (eV) = -6.63
- orbital gap (eV) = 6.59
- ΔE to the lowest compared entry with this formula, charge and spin (kcal/mol) = 2.67
- charge = 0
- 2S+1 = 1

Each line ends with the Mulliken charge.
Atoms and positions in Å:
1 Cs 1.7056 0.4522 0.3169  1.093
2 Cl 7.9864 -1.4131 5.1566  -0.258
3 C 6.5587 -0.8158 4.3409  0.074
4 C 5.4919 -0.2967 5.0972  -0.402
5 C 4.3677 0.1504 4.4684  -0.725
6 C 4.2014 0.1062 3.0432  0.050
7 O 3.0965 0.4136 2.5054  -0.767
8 C 5.3390 -0.3495 2.2931  0.918
9 C 5.4821 -0.3203 0.8640  -0.539
10 N 4.7919 0.2484 -0.0705  -0.238
11 C 5.4100 0.2589 -1.3296  -0.303
12 C 6.7713 0.3610 -1.5160  -0.358
13 C 7.3530 0.3326 -2.7993  -0.797
14 C 6.5862 0.2214 -3.9210  -0.909
15 C 5.1786 0.1661 -3.7897  1.154
16 C 4.3101 0.0938 -4.9020  -0.587
17 C 2.9601 0.0750 -4.7145  -0.760
18 C 2.4711 0.1316 -3.3969  -0.239
19 N 3.2373 0.1852 -2.3377  -0.082
20 C 4.5871 0.1995 -2.5042  0.286
21 C 6.4746 -0.8377 2.9833  -0.742
22 H 5.5708 -0.2647 6.1765  0.392
23 H 3.5318 0.5320 5.0416  0.374
24 H 6.3888 -0.8585 0.5551  0.495
25 H 7.4152 0.5014 -0.6580  0.575
26 H 8.4294 0.4062 -2.8892  0.375
27 H 7.0330 0.1965 -4.9068  0.366
28 H 4.7338 0.0605 -5.8990  0.400
29 H 2.2769 0.0256 -5.5515  0.362
30 H 1.3983 0.1360 -3.2160  0.442
31 H 7.3133 -1.2206 2.4121  0.338
32 C -1.8829 -3.3884 -0.7841  -1.235
33 As -1.6598 -1.5776 -0.0668  0.410
34 C -1.9655 -2.0600 1.8099  -1.101
35 C -3.4865 -1.0479 -0.6072  -1.358
36 C -4.1336 0.2850 -0.2050  2.983
37 C -4.2425 0.4161 1.3157  -1.876
38 C -3.3616 1.4846 -0.8048  -1.791
39 As -1.7979 2.2100 0.1700  0.425
40 C -1.2612 3.4284 -1.2699  -1.166
41 C -2.7532 3.5369 1.2497  -1.235
42 C -5.5376 0.3310 -0.8510  -1.916
43 As -7.1177 -0.7758 -0.3692  0.324
44 C -7.6376 0.0960 1.3110  -1.128
45 C -6.4480 -2.4420 0.4280  -1.057
46 H -2.7886 -3.8527 -0.3921  0.326
47 H -1.0220 -3.9974 -0.5104  0.400
48 H -1.9450 -3.3487 -1.8712  0.368
49 H -2.9573 -2.4913 1.9511  0.250
50 H -1.8524 -1.1932 2.4582  0.307
51 H -1.2151 -2.7977 2.0949  0.476
52 H -4.1275 -1.8662 -0.2811  -0.018
53 H -3.4514 -1.0963 -1.7014  0.497
54 H -3.2553 0.4932 1.7735  0.283
55 H -4.7407 -0.4524 1.7447  0.172
56 H -4.8162 1.3056 1.5835  0.429
57 H -4.0367 2.3371 -0.9129  0.641
58 H -3.0128 1.2302 -1.8098  0.447
59 H -2.1070 4.0115 -1.6358  0.372
60 H -0.8416 2.8574 -2.0983  0.328
61 H -0.4961 4.1088 -0.8963  0.406
62 H -3.5617 3.9941 0.6784  0.356
63 H -2.0498 4.3109 1.5565  0.409
64 H -3.1594 3.0719 2.1456  0.334
65 H -5.4262 0.1912 -1.9296  0.443
66 H -5.9517 1.3372 -0.7236  0.570
67 H -7.8120 1.1556 1.1227  0.324
68 H -6.8944 -0.0095 2.0991  0.301
69 H -8.5755 -0.3433 1.6498  0.388
70 H -6.0221 -3.0844 -0.3415  0.297
71 H -7.3223 -2.9484 0.8390  0.399
72 H -5.7252 -2.2967 1.2289  0.232

DFT (ωB97M-V/def2-TZVPD) results for a structure of composition C27H37AuNPSi2Te.

Computed properties:
- E_HOMO (spin up / spin down) (eV) = -13.49 / -14.38
- <S²> = 2.02
- orbital gap (spin up / spin down) (eV) = 7.14 / 5.80
- ΔE to the lowest compared entry with this formula, charge and spin (kcal/mol) = 0.00
- charge = +2
- 2S+1 = 3

Each line ends with the natural charge from an NBO analysis.
Atoms and positions in Å:
1 Au 0.5208 1.6254 0.3325  0.532
2 C -2.5881 7.1433 -2.7259  -0.131
3 C -2.1299 6.2219 -3.6613  -0.198
4 C -1.6435 4.9975 -3.2435  -0.189
5 C -1.6546 4.6810 -1.8780  -0.351
6 C -2.0852 5.6271 -0.9352  -0.199
7 C -2.5653 6.8481 -1.3661  -0.189
8 P -1.0878 3.0996 -1.3176  1.185
9 C -1.2022 1.9059 -2.6606  -0.330
10 C -0.0528 1.3431 -3.2042  -0.218
11 C -0.1538 0.4449 -4.2590  -0.192
12 C -1.4009 0.1124 -4.7635  -0.169
13 C -2.5527 0.6764 -4.2222  -0.205
14 C -2.4582 1.5764 -3.1750  -0.215
15 C -2.1337 2.5527 0.0263  -0.384
16 C -3.4921 2.7886 0.2335  -0.199
17 C -4.1053 2.2107 1.3329  -0.201
18 C -3.3719 1.4248 2.2191  -0.157
19 C -2.0124 1.1988 2.0272  -0.264
20 C -1.4104 1.7678 0.9198  -0.213
21 H -2.9532 8.1060 -3.0580  0.241
22 H -2.1514 6.4622 -4.7152  0.242
23 H -1.2786 4.2824 -3.9696  0.232
24 H -2.0506 5.4023 0.1238  0.230
25 H -2.9166 7.5747 -0.6467  0.241
26 H 0.9238 1.6134 -2.8186  0.220
27 H 0.7406 0.0218 -4.6959  0.236
28 H -1.4806 -0.5810 -5.5901  0.239
29 H -3.5227 0.4242 -4.6301  0.239
30 H -3.3559 2.0251 -2.7657  0.226
31 H -4.0570 3.4161 -0.4451  0.238
32 H -5.1585 2.3795 1.5117  0.244
33 H -3.8656 0.9901 3.0788  0.240
34 H -1.4569 0.6029 2.7395  0.223
35 C -0.2475 -4.5465 -1.1745  -1.134
36 Si 1.2815 -4.6093 -0.1201  1.658
37 C 0.9140 -5.3934 1.5276  -1.137
38 C 2.6815 -5.4490 -0.9990  -1.123
39 C 1.9541 -2.8225 0.2005  -1.170
40 Te 0.8754 -1.5697 1.4705  1.187
41 C 1.7487 -2.2381 3.2337  -1.201
42 Si 3.3362 -1.2515 3.7294  1.653
43 C 3.9056 -2.0394 5.3038  -1.124
44 C 2.8046 0.5184 3.9543  -1.130
45 C 4.5892 -1.4150 2.3640  -1.138
46 H -0.3617 -5.5136 -1.6701  0.266
47 H -0.1939 -3.7851 -1.9537  0.246
48 H -1.1508 -4.3751 -0.5855  0.243
49 H 0.4181 -6.3533 1.3654  0.271
50 H 0.2432 -4.7953 2.1502  0.231
51 H 1.8225 -5.5970 2.0991  0.249
52 H 2.3481 -6.4178 -1.3779  0.265
53 H 3.5294 -5.6298 -0.3358  0.253
54 H 3.0375 -4.8697 -1.8532  0.252
55 H 2.0624 -2.2996 -0.7509  0.271
56 H 2.9286 -2.9241 0.6834  0.268
57 H 1.9763 -3.3001 3.1275  0.273
58 H 1.0175 -2.1150 4.0359  0.272
59 H 3.1485 -1.9688 6.0867  0.256
60 H 4.8059 -1.5418 5.6720  0.266
61 H 4.1499 -3.0933 5.1588  0.256
62 H 2.0297 0.6089 4.7187  0.253
63 H 2.4235 0.9625 3.0285  0.219
64 H 3.6487 1.1316 4.2769  0.269
65 H 4.8723 -2.4563 2.1936  0.251
66 H 5.5008 -0.8811 2.6427  0.272
67 H 4.2514 -0.9890 1.4153  0.228
68 N -2.1147 -1.3210 -1.1442  -0.679
69 C -0.9760 -1.3027 -0.9350  0.238
70 H -3.0971 -1.3238 -1.3364  0.467

DFT (ωB97M-V/def2-TZVPD) results for a structure of composition C27H37BrGe2N3O2Tl.

Computed properties:
- E_HOMO (eV) = -6.86
- orbital gap (eV) = 7.06
- ΔE to the lowest compared entry with this formula, charge and spin (kcal/mol) = 0.00
- charge = 0
- 2S+1 = 1

Each line ends with the Mulliken charge.
Atoms and positions in Å:
1 Tl 0.4349 1.2049 0.6860  0.282
2 C -2.7113 -0.4153 -3.4051  -1.140
3 C -2.3728 0.5174 -2.2437  -0.335
4 Ge -0.4348 0.7929 -1.7855  0.503
5 C 0.4435 1.7967 -3.3038  -0.662
6 C 0.3547 1.1687 -4.6936  -1.097
7 C 0.4449 -1.0022 -1.8848  -1.766
8 C 1.2543 -1.7116 -1.0812  1.580
9 Ge 1.8390 -1.0591 0.7443  0.674
10 C 3.7859 -0.5677 0.8745  -0.604
11 C 4.8208 -1.6923 0.8885  -0.971
12 C 1.1649 -2.0649 2.3448  0.040
13 C 1.6570 -3.4883 2.6013  -1.140
14 C 1.7715 -3.0543 -1.4773  0.484
15 C 1.4907 -3.6489 -2.7128  -0.392
16 C 1.9855 -4.8989 -3.0408  -0.795
17 C 2.7826 -5.6047 -2.1503  -0.491
18 C 3.0794 -5.0351 -0.9239  -1.302
19 C 2.5808 -3.7827 -0.6026  0.155
20 H -3.7948 -0.5148 -3.5081  0.413
21 H -2.2981 -1.4123 -3.2417  0.260
22 H -2.3261 -0.0399 -4.3517  0.195
23 H -2.8358 0.1452 -1.3280  0.103
24 H -2.7805 1.5169 -2.4254  0.388
25 H 1.4923 1.9307 -3.0263  0.407
26 H -0.0059 2.7951 -3.3180  0.351
27 H 0.8011 0.1726 -4.7060  0.237
28 H 0.8805 1.7808 -5.4308  0.385
29 H -0.6803 1.0813 -5.0221  0.226
30 H 0.2010 -1.4876 -2.8321  -0.068
31 H 3.8572 0.0172 1.7946  0.393
32 H 3.9835 0.1148 0.0455  0.351
33 H 4.6284 -2.4012 1.6968  0.204
34 H 5.8219 -1.2833 1.0431  0.386
35 H 4.8265 -2.2417 -0.0526  0.267
36 H 0.0796 -2.0555 2.2418  -0.157
37 H 1.4179 -1.4203 3.1903  0.401
38 H 1.3624 -4.1633 1.7979  0.295
39 H 1.2259 -3.8667 3.5310  0.423
40 H 2.7434 -3.5302 2.7022  0.228
41 H 0.8766 -3.1351 -3.4397  0.426
42 H 1.7462 -5.3283 -4.0061  0.393
43 H 3.1673 -6.5822 -2.4105  0.401
44 H 3.7020 -5.5629 -0.2116  0.389
45 H 2.8297 -3.3572 0.3605  0.145
46 C -2.4446 6.2205 -0.2143  -1.350
47 C -1.4058 5.5527 0.6404  0.738
48 C -1.0428 6.0340 1.8955  -0.460
49 C -0.1230 5.3522 2.6711  -0.512
50 C 0.4032 4.1837 2.1545  0.191
51 Br 1.6325 3.1585 3.1452  -0.129
52 N 0.0937 3.7178 0.9575  -0.240
53 C -0.7905 4.3840 0.2190  -0.484
54 H -2.7700 7.1615 0.2252  0.364
55 H -3.3184 5.5750 -0.3181  0.292
56 H -2.0653 6.4166 -1.2179  0.347
57 H -1.4886 6.9452 2.2755  0.356
58 H 0.1577 5.6937 3.6555  0.440
59 H -1.0122 3.9420 -0.7482  0.433
60 C -3.6174 -1.9489 1.8226  -0.894
61 N -3.0788 -0.7072 2.3505  0.223
62 C -3.6186 -0.0825 3.4394  -0.069
63 C -3.1255 1.0713 3.9066  -1.035
64 C -2.0021 1.7053 3.2240  0.394
65 O -1.5759 2.8087 3.5462  -0.563
66 N -1.4633 1.0116 2.1572  0.100
67 C -1.9514 -0.1761 1.7420  0.321
68 O -1.4215 -0.8275 0.8261  -0.529
69 H -4.4247 -2.2861 2.4682  0.322
70 H -2.8401 -2.7096 1.7750  0.272
71 H -3.9962 -1.8041 0.8105  0.270
72 H -4.4631 -0.5842 3.8929  0.302
73 H -3.5404 1.5655 4.7711  0.436

DFT (ωB97M-V/def2-TZVPD) results for a structure of composition C27H37Cl2N5O3PSW.

Computed properties:
- E_HOMO (spin up / spin down) (eV) = -13.60 / -13.97
- <S²> = 0.76
- orbital gap (spin up / spin down) (eV) = 6.97 / 6.94
- ΔE to the lowest compared entry with this formula, charge and spin (kcal/mol) = 0.00
- charge = +2
- 2S+1 = 2

Each line ends with the Mulliken charge.
Atoms and positions in Å:
1 W -0.6170 -0.9182 1.4155  1.349
2 Cl -2.4568 -7.9567 -0.2474  -0.159
3 C -2.1272 -6.2787 -0.0820  0.161
4 C -2.7234 -5.3810 -0.9872  -0.526
5 C -2.5057 -4.0264 -0.9085  0.212
6 Cl -3.2283 -2.9474 -2.0310  -0.146
7 C -1.6831 -3.5089 0.1105  0.147
8 O -1.4806 -2.2173 0.1889  -0.630
9 C -1.0615 -4.4201 0.9926  0.835
10 C -0.1273 -3.9465 1.9344  -0.056
11 O 0.2099 -2.7410 2.1111  -0.699
12 C -1.2941 -5.8135 0.8966  -1.175
13 H -3.3673 -5.7703 -1.7650  0.496
14 H 0.3775 -4.6756 2.5723  0.447
15 H -0.8113 -6.4938 1.5851  0.469
16 O 0.3113 -0.1288 3.0408  -0.441
17 N -0.3364 -0.0849 4.2312  0.208
18 C 0.3973 0.2719 5.3050  -0.142
19 C -0.2074 0.3760 6.5287  -0.785
20 C -1.5737 0.1133 6.6335  -0.172
21 C -2.2944 -0.2507 5.5159  -0.809
22 C -1.6503 -0.3535 4.2863  0.670
23 S -2.4635 -0.8279 2.8127  -0.413
24 H 1.4400 0.4520 5.0916  0.512
25 H 0.3840 0.6595 7.3862  0.441
26 H -2.0713 0.1918 7.5902  0.432
27 H -3.3523 -0.4631 5.5711  0.468
28 N -0.6530 0.5516 0.4109  0.227
29 P 0.1889 1.2233 -0.8515  -2.001
30 N 0.8700 2.5816 -0.3003  1.077
31 C 0.2750 3.3306 0.8362  -0.443
32 C 0.6292 4.8019 0.7100  -1.049
33 C 2.1429 5.0164 0.7916  -0.549
34 C 2.9068 3.8853 0.0809  -0.858
35 C 2.0398 3.2056 -0.9650  -0.677
36 N -0.8059 1.2899 -2.1223  1.154
37 C -0.3095 1.9326 -3.3603  -0.844
38 C -0.7879 1.1642 -4.5883  -0.753
39 C -2.2538 0.7111 -4.4455  -0.516
40 C -2.9520 1.4572 -3.3160  -1.048
41 C -2.2807 1.1535 -1.9854  -0.251
42 N 1.4008 0.1476 -1.1972  0.462
43 C 2.1647 -0.1938 -0.0125  0.308
44 C 3.4289 -1.0053 -0.2897  -0.860
45 C 3.2963 -1.8527 -1.5561  -0.877
46 C 1.8412 -2.2433 -1.7521  -0.513
47 C 1.0024 -1.0102 -2.0532  -0.410
48 H 0.6568 2.9170 1.7760  0.175
49 H -0.8068 3.1946 0.8320  0.514
50 H 0.1149 5.3623 1.4907  0.418
51 H 0.2355 5.1715 -0.2399  0.318
52 H 2.4532 5.0622 1.8365  0.330
53 H 2.3978 5.9813 0.3543  0.295
54 H 3.2367 3.1305 0.8004  0.207
55 H 3.8087 4.2648 -0.3988  0.475
56 H 2.5930 2.4242 -1.4873  0.551
57 H 1.7006 3.9273 -1.7130  0.470
58 H 0.7829 1.9554 -3.3309  0.411
59 H -0.6457 2.9723 -3.3812  0.544
60 H -0.1419 0.3004 -4.7507  0.182
61 H -0.6597 1.8094 -5.4583  0.473
62 H -2.2921 -0.3615 -4.2362  0.226
63 H -2.7881 0.8586 -5.3826  0.393
64 H -3.9990 1.1636 -3.2371  0.457
65 H -2.9520 2.5323 -3.5096  0.360
66 H -2.5000 0.1228 -1.6933  0.144
67 H -2.6549 1.8151 -1.2007  0.314
68 H 1.5018 -0.7362 0.7444  -0.363
69 H 2.3979 0.7193 0.5374  0.268
70 H 3.6270 -1.6302 0.5829  0.396
71 H 4.2715 -0.3183 -0.3749  0.349
72 H 3.9412 -2.7279 -1.4992  0.443
73 H 3.6277 -1.2793 -2.4250  0.341
74 H 1.4656 -2.7599 -0.8593  -0.037
75 H 1.7191 -2.9418 -2.5802  0.523
76 H -0.0629 -1.2272 -1.9177  0.353
77 H 1.1400 -0.7100 -3.0922  0.198